DFT (ωB97M-V/def2-TZVPD) results for a 10-piece molecular cluster, C60H50F10 overall.

- 2S+1: 1
- Relative energy (zero: lowest compared OMol25 entry of this formula, charge and spin): 39.4 kcal per mole
- Maximum force: 3.16 eV/Å
- E: -3314.9024 Ha
- HOMO: -9.14 eV
- Gap between HOMO and LUMO: 9.75 eV

XYZ file:
```
120
C60H50F10, DFT ωB97M-V/def2-TZVPD
F -3.567 -0.021 -2.084
C -4.568 0.843 -2.347
C -4.709 1.179 -3.682
C -5.636 2.146 -4.048
C -6.487 2.667 -3.076
C -6.429 2.220 -1.725
C -5.385 1.333 -1.367
H -4.098 0.692 -4.460
H -5.614 2.478 -5.041
H -7.287 3.347 -3.312
H -7.127 2.649 -1.041
H -5.195 1.049 -0.323
F 0.003 1.946 3.427
C 0.008 1.076 4.403
C 0.916 1.328 5.377
C 0.971 0.475 6.489
C 0.043 -0.615 6.654
C -0.763 -0.903 5.545
C -0.770 -0.111 4.411
H 1.592 2.195 5.381
H 1.553 0.741 7.389
H -0.006 -1.166 7.608
H -1.454 -1.756 5.637
H -1.499 -0.199 3.578
F -1.473 7.443 -3.819
C -1.456 6.446 -2.849
C -2.369 5.445 -3.053
C -2.373 4.439 -2.058
C -1.416 4.443 -1.022
C -0.505 5.496 -0.896
C -0.571 6.517 -1.829
H -3.120 5.490 -3.799
H -3.128 3.677 -2.068
H -1.537 3.681 -0.278
H 0.208 5.612 -0.123
H 0.107 7.310 -1.841
F -3.288 2.112 -7.737
C -2.304 2.152 -6.790
C -1.940 0.934 -6.224
C -1.005 0.852 -5.237
C -0.514 2.072 -4.740
C -0.843 3.266 -5.262
C -1.773 3.331 -6.287
H -2.394 0.111 -6.714
H -0.717 -0.059 -4.746
H 0.185 2.045 -3.906
H -0.388 4.103 -4.889
H -2.060 4.323 -6.642
F 3.495 3.904 1.622
C 4.124 2.962 2.344
C 5.495 2.985 2.325
C 6.140 1.925 3.038
C 5.380 1.022 3.769
C 4.020 1.110 3.879
C 3.398 2.077 3.142
H 5.925 3.801 1.759
H 7.240 1.852 3.162
H 5.828 0.260 4.420
H 3.411 0.400 4.458
H 2.321 2.264 3.168
F 2.492 -2.089 -1.875
C 2.211 -0.801 -1.569
C 0.854 -0.523 -1.552
C 0.475 0.787 -1.124
C 1.459 1.741 -0.905
C 2.793 1.338 -0.820
C 3.191 0.050 -1.142
H 0.181 -1.382 -1.802
H -0.529 1.052 -0.993
H 1.190 2.758 -0.715
H 3.568 2.041 -0.773
H 4.205 -0.286 -1.185
F -4.814 -0.719 1.245
C -3.682 -1.460 1.552
C -2.559 -1.360 0.765
C -1.390 -2.048 1.282
C -1.501 -2.855 2.388
C -2.732 -3.031 3.074
C -3.818 -2.340 2.607
H -2.567 -0.917 -0.224
H -0.546 -1.996 0.600
H -0.651 -3.420 2.720
H -2.889 -3.752 3.944
H -4.751 -2.420 3.124
F 6.294 -2.788 0.188
C 6.235 -1.776 -0.678
C 6.602 -0.518 -0.242
C 6.680 0.556 -1.145
C 6.423 0.356 -2.473
C 5.996 -0.929 -2.876
C 5.864 -1.996 -1.977
H 6.887 -0.411 0.823
H 7.073 1.461 -0.736
H 6.659 1.069 -3.229
H 5.766 -1.107 -3.907
H 5.561 -2.985 -2.314
F -6.268 -4.210 -2.032
C -5.293 -4.882 -1.429
C -4.642 -4.411 -0.333
C -3.678 -5.226 0.318
C -3.460 -6.529 -0.076
C -4.213 -7.033 -1.191
C -5.102 -6.204 -1.850
H -4.873 -3.383 -0.054
H -3.160 -4.653 1.080
H -2.645 -7.111 0.402
H -3.954 -7.970 -1.664
H -5.618 -6.565 -2.688
F 2.192 -3.667 0.823
C 2.439 -3.467 2.145
C 2.884 -4.551 2.884
C 3.116 -4.395 4.302
C 2.580 -3.271 4.888
C 2.197 -2.191 4.074
C 2.108 -2.271 2.715
H 2.990 -5.483 2.302
H 3.326 -5.258 4.916
H 2.650 -3.195 5.958
H 1.881 -1.312 4.588
H 1.718 -1.457 2.197
```

---

DFT (ωB97M-V/def2-TZVPD) results for C60H55MnN6O5PS as an isolated structure.

- 2S+1: 4
- Maximum force: 0.62 eV/Å
- E: -4914.2827 Ha
- HOMO (alpha / beta): -12.45 / -12.49 eV
- Gap between HOMO and LUMO (alpha / beta): 7.03 / 7.85 eV
- Total charge: +2

XYZ file:
```
129
C60H55MnN6O5PS, DFT ωB97M-V/def2-TZVPD
Mn -0.569 0.225 -0.609
C 4.907 -2.712 -0.488
O 3.707 -2.755 0.277
C 3.399 -3.924 0.893
C 4.131 -5.097 0.775
C 3.739 -6.230 1.479
C 2.618 -6.211 2.293
C 1.869 -5.047 2.387
C 2.248 -3.910 1.694
N 1.497 -2.701 1.820
C 0.980 -2.048 0.744
N 0.718 -2.857 -0.296
C 0.091 -2.579 -1.512
C -0.560 -1.424 -1.861
C -1.230 -1.311 -3.078
C -1.221 -2.375 -3.956
C -0.550 -3.556 -3.642
C 0.098 -3.657 -2.431
O 0.770 -4.752 -1.993
C 0.802 -5.899 -2.841
N 0.692 -0.762 0.739
C 1.105 -0.046 1.922
C 2.431 -0.060 2.338
C 2.803 0.516 3.544
C 1.856 1.175 4.309
C 0.542 1.267 3.872
C 0.162 0.648 2.690
O -1.089 0.708 2.160
C -2.229 0.899 2.995
H 5.009 -1.684 -0.825
H 4.846 -3.378 -1.351
H 5.770 -2.980 0.124
H 5.015 -5.134 0.153
H 4.326 -7.134 1.388
H 2.325 -7.093 2.845
H 0.980 -5.006 3.005
H 1.684 -2.132 2.630
H 1.000 -3.822 -0.193
H -1.749 -0.402 -3.341
H -1.735 -2.287 -4.905
H -0.544 -4.378 -4.343
H 1.370 -6.651 -2.304
H 1.298 -5.667 -3.785
H -0.207 -6.266 -3.032
H 3.166 -0.559 1.716
H 3.835 0.469 3.868
H 2.137 1.642 5.244
H -0.170 1.834 4.454
H -2.845 0.002 2.951
H -2.797 1.747 2.617
H -1.953 1.085 4.029
S -2.277 3.005 -3.593
C -3.499 2.707 -2.429
C -3.098 1.841 -1.451
C -1.758 1.427 -1.653
C -1.181 1.992 -2.751
C 0.194 1.666 -3.089
C 0.919 2.150 -4.167
C 2.198 1.666 -4.382
C 2.724 0.713 -3.519
C 1.951 0.292 -2.453
N 0.727 0.767 -2.242
H -4.466 3.172 -2.544
H -3.740 1.490 -0.656
H 0.480 2.886 -4.828
H 2.779 2.022 -5.223
H 3.712 0.301 -3.666
H 2.309 -0.444 -1.743
C -5.434 -3.968 0.837
N -4.237 -3.158 1.017
N -3.928 -2.100 0.197
C -2.681 -1.647 0.508
O -2.245 -0.600 -0.069
C -2.188 -2.481 1.531
C -3.180 -3.401 1.806
C -3.188 -4.531 2.776
C -4.877 -1.464 -0.662
C -6.009 -0.872 -0.122
C -6.904 -0.237 -0.970
C -6.649 -0.180 -2.334
C -5.506 -0.768 -2.858
C -4.615 -1.424 -2.022
H -5.865 -3.750 -0.136
H -6.169 -3.753 1.611
H -5.159 -5.020 0.870
H -1.239 -2.397 2.030
H -2.297 -4.485 3.397
H -3.195 -5.492 2.259
H -4.063 -4.491 3.424
H -6.186 -0.903 0.947
H -7.798 0.219 -0.563
H -7.349 0.320 -2.992
H -5.312 -0.727 -3.922
H -3.724 -1.900 -2.411
O 0.457 2.097 -0.010
P 1.195 3.343 0.413
C 2.924 3.042 0.790
C 3.501 3.210 2.044
C 4.854 2.956 2.230
C 5.632 2.519 1.169
C 5.060 2.340 -0.087
C 3.716 2.609 -0.276
C 0.371 4.172 1.774
C 0.949 5.216 2.497
C 0.207 5.889 3.455
C -1.121 5.547 3.675
C -1.712 4.538 2.928
C -0.969 3.851 1.980
C 1.191 4.575 -0.899
C -0.020 4.825 -1.543
C -0.109 5.826 -2.496
C 1.007 6.596 -2.799
C 2.209 6.369 -2.144
C 2.303 5.364 -1.191
H 2.898 3.519 2.887
H 5.298 3.098 3.207
H 6.687 2.329 1.317
H 5.671 2.018 -0.921
H 3.282 2.509 -1.261
H 1.968 5.527 2.302
H 0.661 6.693 4.019
H -1.700 6.083 4.417
H -2.756 4.294 3.080
H -1.419 3.063 1.387
H -0.895 4.240 -1.282
H -1.051 6.016 -2.993
H 0.937 7.382 -3.539
H 3.075 6.977 -2.372
H 3.246 5.193 -0.687
```

---

> Which formula does entry 2 have?

C60H55MnN6O5PS

---

> Which formula does entry 1 have?

C60H50F10

---

> Number 2 is which compound?

C60H55MnN6O5PS

---

> Which of these has the lowest maximum force?

C60H55MnN6O5PS